Record 1
Computed, not measured: a structure of composition C5H10, with ωB97M-V with the def2-TZVPD basis set.

## Properties
Kohn-Sham gap, eV: 9.8598
Energy relative to the best compared isomer or geometry (same formula, charge and spin), eV: 5.9386

CARTESIAN COORDINATES (ANGSTROEM)
C 1.77 0.10 0.58
C 1.14 -1.03 0.13
C -0.91 -0.61 -0.67
C -1.19 0.69 -0.87
C -1.69 0.08 0.40
H 1.72 0.39 1.62
H 2.56 0.56 -0.01
H 0.79 1.42 0.08
H 1.45 -1.49 -0.80
H 0.64 -1.69 0.84
H -0.93 -1.54 -1.22
H -1.49 1.38 -1.64
H 0.07 1.53 -0.32
H -1.16 0.34 1.32
H -2.76 -0.12 0.55

=====

Record 2
Computed, not measured: a cluster of 2 separate species, C4H12 in total at a distorted geometry, with ωB97M-V with the def2-TZVPD basis set.

## Properties
Kohn-Sham gap, eV: 12.2387
SMILES: CC.CC
Energy relative to the best compared isomer or geometry (same formula, charge and spin), eV: 0.8837

CARTESIAN COORDINATES (ANGSTROEM)
C 1.46 0.36 2.02
C 0.31 1.28 1.59
H 2.10 0.57 2.83
H 1.11 -0.67 2.11
H 2.12 0.21 1.18
H -0.20 1.03 0.67
H 0.43 2.34 1.67
H -0.53 1.14 2.40
C -0.32 -1.25 -1.48
C -1.35 -0.42 -2.14
H 0.41 -1.75 -2.13
H 0.38 -0.56 -0.90
H -0.71 -1.96 -0.77
H -2.04 0.17 -1.54
H -2.22 -0.84 -2.68
H -0.97 0.33 -2.84

=====

Record 3
Computed, not measured: an isolated molecule of C3H2N2O3 at a distorted geometry, with ωB97M-V with the def2-TZVPD basis set.

## Properties
Kohn-Sham gap, eV: 9.5911
SMILES: N#CC(=O)N(O)C=O
Energy relative to the best compared isomer or geometry (same formula, charge and spin), eV: 7.2465

CARTESIAN COORDINATES (ANGSTROEM)
N 2.74 0.33 0.67
C 1.63 0.77 0.10
C 0.19 1.12 -0.28
O -0.37 2.25 -0.11
N -0.29 -0.20 -0.45
O 0.79 -1.21 -0.09
C -1.51 -0.47 0.22
O -2.46 0.30 0.53
H 1.23 -1.44 -0.89
H -1.93 -1.45 0.30

=====

Record 4
Computed, not measured: the ion C4H9NO3 with charge +1 at a distorted geometry, with ωB97M-V with the def2-TZVPD basis set.

## Properties
Kohn-Sham gap (spin up / spin down), eV: 9.6707 / 6.3475
Charge: +1
2S+1: 2
Energy relative to the best compared isomer or geometry (same formula, charge and spin), eV: 4.5207

CARTESIAN COORDINATES (ANGSTROEM)
O 0.20 -1.21 -1.25
C -0.59 -0.22 -1.03
C -0.37 0.59 0.18
C -1.55 -0.54 0.32
O -2.76 0.26 0.53
N 0.69 0.29 1.12
C 2.04 0.66 0.71
O 2.42 0.25 -0.60
H -1.15 0.29 -1.82
H -0.68 1.63 0.16
H -1.24 -1.01 1.25
H -2.10 -1.31 -0.24
H -3.35 0.10 -0.21
H 0.67 -0.72 1.20
H 2.76 0.25 1.42
H 2.15 1.74 0.72
H 1.89 -0.56 -0.97

=====

Record 5
Computed, not measured: the ion C15H23BNO9PS with charge -2 at a distorted geometry, with ωB97M-V with the def2-TZVPD basis set.

## Properties
Kohn-Sham gap, eV: 6.2247
Charge: -2

CARTESIAN COORDINATES (ANGSTROEM)
C -1.41 5.25 3.32
C -0.55 5.01 2.54
C 0.45 4.74 1.52
C 0.33 3.34 0.81
C -1.06 2.73 0.80
B -1.30 1.66 -0.42
O -2.42 2.34 -1.32
N -3.65 2.17 -0.88
O -4.30 3.19 -0.92
O -0.09 1.33 -1.18
C 0.21 -0.01 -0.86
C 1.12 -0.71 -1.88
O 1.74 -1.83 -1.23
C 3.12 -1.90 -1.39
C 3.78 -2.36 -0.08
C 2.93 -3.37 0.71
C 1.06 0.10 0.46
O 0.53 -0.09 1.58
O 2.27 0.46 0.25
C -1.18 -0.65 -0.71
C -1.24 -2.03 -0.03
C -1.27 -2.01 1.46
C -0.74 -3.03 2.17
P -2.14 -0.89 -2.35
O -3.71 -0.77 -1.96
O -1.91 -2.45 -2.86
S -1.74 0.26 -3.85
O -1.87 0.34 -0.02
H -2.23 5.47 3.96
H 0.42 5.50 0.74
H 1.45 4.80 1.94
H 0.74 3.48 -0.19
H 0.99 2.67 1.36
H -1.83 3.49 0.74
H -1.22 2.20 1.74
H 1.82 -0.01 -2.32
H 0.52 -1.12 -2.70
H 3.38 -2.63 -2.17
H 3.57 -0.94 -1.64
H 4.75 -2.81 -0.31
H 3.95 -1.50 0.56
H 2.11 -3.79 0.13
H 2.58 -2.93 1.64
H 3.57 -4.21 0.99
H -0.47 -2.68 -0.43
H -2.20 -2.47 -0.31
H -1.75 -1.16 1.94
H -1.23 -3.47 3.03
H 0.20 -3.45 1.84
H -4.02 -1.64 -1.66
H -2.55 -3.00 -2.39